(1)
The following is a DFT calculation (ωB97M-V/def2-TZVPD) of a 6-piece molecular cluster, C51H60Cl2F40IN5O10S overall at a distorted geometry.

XYZ file:
```
170
C51H60Cl2F40IN5O10S ωB97M-V/def2-TZVPD
C 0.1580 -1.2883 -4.2075
C 0.7032 -0.0721 -4.4120
C -0.0986 1.2951 -4.5673
C -0.9595 0.9706 -5.8167
C -0.2440 0.5575 -7.1556
C -0.9847 -0.7209 -7.7614
C -2.4638 -0.4474 -8.1984
C -3.5063 -1.5953 -7.8827
N -3.2024 -2.4446 -6.7069
C 1.1644 2.3559 -4.5256
I 2.6592 2.3392 -6.1114
C 0.7474 3.7558 -3.8602
C 1.0932 5.1020 -4.6350
O 2.2210 5.3478 -5.0509
O 0.2154 6.0657 -4.7030
C 1.8003 4.1378 -2.6919
C 1.5957 5.4581 -2.0620
C 2.5489 5.8760 -1.0515
C 3.6056 4.9010 -0.8512
C 3.7201 3.6492 -1.5255
N 2.8095 3.3034 -2.4575
N -0.6716 3.4241 -3.5645
N -1.1163 4.1824 -2.3958
C -1.8446 3.9893 -4.3855
Cl -3.4550 4.3391 -3.5762
C -1.8878 4.2835 -5.6997
C -0.7505 4.0595 -6.6785
Cl -3.3416 4.9966 -6.4817
C -0.7924 1.9406 -3.2452
C -2.2215 1.2902 -3.2503
C -3.1100 1.4358 -1.9559
N -3.4620 0.0541 -1.4853
C -0.1558 1.5080 -1.8560
C -0.2592 0.0268 -1.3909
C -0.5181 -0.0320 0.1855
C 0.8361 0.0762 0.9719
S 1.7920 -1.4990 0.8418
O 0.9184 -2.6212 0.5654
O 2.5556 -1.6965 2.0608
O 2.8716 -1.3091 -0.4265
H -0.9148 -1.4671 -3.9551
H 0.7600 -2.2209 -4.3323
H 1.8069 -0.1236 -4.5946
H -1.6073 0.0801 -5.5648
H -1.7541 1.7167 -6.0956
H -0.4049 1.3897 -7.8914
H 0.8139 0.2366 -7.0728
H -0.3838 -0.9859 -8.6746
H -0.8366 -1.5380 -7.0182
H -2.4455 -0.3457 -9.3200
H -2.8684 0.5382 -7.8387
H -4.5245 -1.1584 -7.7054
H -3.6299 -2.3009 -8.7478
H -2.5351 -3.1645 -7.0048
H -2.6849 -1.9258 -5.9919
H 1.7592 1.7655 -3.7798
H 0.7663 6.1470 -2.3019
H 2.4956 6.8246 -0.4835
H 4.3968 5.1649 -0.1116
H 4.5790 2.9732 -1.3209
H -0.5442 4.0588 -1.5683
H -0.9698 5.1589 -2.7060
H -1.1940 3.8465 -7.6936
H -0.0017 3.2681 -6.5107
H -0.1926 5.0247 -6.8357
H -2.8908 1.6024 -4.0975
H -2.0852 0.1934 -3.4361
H -2.6952 2.0759 -1.1485
H -4.0985 1.8969 -2.2374
H -3.8745 0.1277 -0.5500
H -4.2290 -0.3082 -2.0603
H 0.9388 1.7756 -1.8321
H -0.5853 2.1098 -1.0071
H -1.0068 -0.6445 -1.8465
H 0.7411 -0.4623 -1.5426
H -1.0186 -1.0193 0.3549
H -1.2763 0.7370 0.4929
H 1.4480 0.8625 0.4575
H 0.6074 0.3416 2.0281
H 2.7459 -0.3830 -0.7195
F 2.1942 -3.3974 5.6587
C 3.0122 -3.4736 4.5842
F 2.6890 -4.6226 3.9388
C 4.4868 -3.4880 4.9815
F 4.7758 -4.5826 5.7256
F 5.2188 -3.6064 3.8361
C 5.0031 -2.2330 5.7110
O 5.0963 -2.3128 7.1342
C 3.9629 -2.0071 7.8830
F 2.9953 -1.5134 7.0866
F 4.3207 -0.9947 8.7125
C 3.4878 -3.1950 8.7210
F 3.1546 -4.2409 7.9399
F 2.3839 -2.8605 9.4322
H 2.7906 -2.6410 3.9140
H 6.0370 -2.1001 5.3874
H 4.4947 -1.3272 5.3866
H 4.2681 -3.5197 9.4133
F 8.1956 -1.1233 -2.2988
C 7.1404 -0.4284 -1.8350
F 7.3995 0.8811 -2.0841
C 6.9216 -0.6414 -0.3376
F 7.9808 -0.1898 0.3700
F 5.8590 0.1360 0.0351
C 6.5962 -2.0818 0.1060
O 7.6818 -2.8466 0.6243
C 8.4841 -3.5444 -0.2803
F 7.9535 -3.4863 -1.5159
F 8.4301 -4.8422 0.0925
C 9.9388 -3.0738 -0.2408
F 10.0392 -1.7693 -0.5708
F 10.6852 -3.7684 -1.1314
H 6.2525 -0.7100 -2.4086
H 5.9104 -1.9881 0.9506
H 6.0303 -2.6324 -0.6474
H 10.3646 -3.2083 0.7562
F -9.2640 -0.8748 1.2760
C -9.6924 -0.6460 2.5345
F -11.0442 -0.5507 2.4672
C -9.0999 0.6334 3.1205
F -9.4923 1.7166 2.4104
F -9.6219 0.7917 4.3702
C -7.5666 0.6582 3.2717
O -6.8309 1.3345 2.2520
C -6.4801 0.6126 1.1140
F -6.7767 -0.6862 1.2849
F -5.1249 0.6801 1.0292
C -7.0920 1.1994 -0.1592
F -8.4365 1.1858 -0.1041
F -6.7286 0.4651 -1.2407
H -9.4496 -1.5135 3.1514
H -7.3658 1.2420 4.1717
H -7.1546 -0.3299 3.4841
H -6.7656 2.2317 -0.3086
F 5.8174 3.8681 7.2755
C 6.0232 2.5427 7.1474
F 7.2703 2.3921 6.6352
C 4.9973 1.8881 6.2236
F 5.0914 2.3833 4.9684
F 5.3165 0.5631 6.1325
C 3.5282 1.9606 6.6854
O 2.7209 2.9778 6.0958
C 2.7296 4.2441 6.6842
F 3.4067 4.2138 7.8454
F 1.4448 4.5192 7.0035
C 3.2478 5.3190 5.7278
F 4.5181 5.0654 5.3509
F 3.2455 6.5302 6.3313
H 6.0099 2.0848 8.1405
H 3.0649 1.0305 6.3513
H 3.4329 1.9424 7.7722
H 2.6283 5.3722 4.8293
F -7.3724 -5.0090 0.3003
C -6.5596 -5.9804 -0.1630
F -7.3286 -6.7985 -0.9227
C -5.9103 -6.7756 0.9690
F -6.8469 -7.4176 1.7041
F -5.1461 -7.7490 0.3967
C -4.9863 -5.9821 1.9130
O -5.5482 -5.5617 3.1553
C -6.2390 -4.3523 3.1840
F -6.0983 -3.7048 2.0128
F -5.6224 -3.5868 4.1148
C -7.7040 -4.5370 3.5816
F -8.3556 -5.3227 2.7043
F -8.3450 -3.3382 3.5950
H -5.8048 -5.5293 -0.8133
H -4.1933 -6.6733 2.2037
H -4.4704 -5.1676 1.4020
H -7.7877 -4.9912 4.5713
```

Its spin multiplicity is 1. As for the SMILES: C=C[C@]1(CCCCCN)[C@@H](I)[C@](C(=O)[O-])(c2ccccn2)[N@@+](N)(/C(Cl)=C(\C)Cl)[C@]1(CCN)CCCCS(=O)(=O)O.FC(F)C(F)(F)COC(F)(F)C(F)F.FC(F)C(F)(F)COC(F)(F)C(F)F.FC(F)C(F)(F)COC(F)(F)C(F)F.FC(F)C(F)(F)COC(F)(F)C(F)F.FC(F)C(F)(F)COC(F)(F)C(F)F. The HOMO-LUMO gap comes out at 7.84 eV. The HOMO energy comes out at -8.32 eV. The charge is 0. For the largest force on an atom, the calculation gives 5.52 eV Å⁻¹. The value obtained for the total energy is -234456.2826 eV.



(2)
The following is a DFT calculation (ωB97M-V/def2-TZVPD) of a 6-piece molecular cluster, C51H66F10N2O5PS3Si overall at a distorted geometry.

XYZ file:
```
139
C51H66F10N2O5PS3Si ωB97M-V/def2-TZVPD
C 4.8773 -0.7702 -0.6376
C 3.8324 -0.0615 -1.4979
C 3.4170 1.2914 -0.9099
C 2.0032 1.7054 -1.3508
N 1.0621 2.0214 -0.2752
C 0.7057 0.8613 0.5563
C -0.3316 -0.0432 -0.0916
C -1.5313 0.7522 -0.6094
C -2.6207 -0.1773 -1.1294
P -4.1508 0.5590 -1.9172
O -3.6001 2.1435 -1.5102
N -5.2139 0.3950 -0.3489
C -5.7995 -0.8781 -0.1029
C -7.3049 -0.8636 -0.0913
O -5.1760 -1.8868 0.0756
C -4.9333 1.1762 0.7808
C -4.2907 0.5011 1.9751
O -5.2023 2.3485 0.8220
Si -5.9637 1.5055 -3.0760
C -6.9515 0.1400 -3.9054
C -5.5239 2.9255 -4.2415
C -7.1317 2.3811 -1.8747
S -3.0410 0.3539 -4.0113
O -2.2184 -0.8478 -4.1243
O -4.0799 0.4859 -5.0242
C -1.7842 1.7177 -4.5116
F -1.6535 2.6796 -3.5804
F -2.2351 2.2924 -5.6421
C -0.3683 1.1902 -4.8361
F 0.1539 0.4864 -3.8262
F 0.4533 2.2464 -5.0406
F -0.3585 0.4558 -5.9442
C 1.1209 3.2502 0.2878
S 2.3642 4.3104 0.1510
S -0.3888 3.6886 1.1656
C -1.3615 4.1583 -0.3126
C -2.3052 5.3077 0.0346
C -3.5337 4.8253 0.8058
H 5.0684 -1.7820 -0.9960
H 4.5115 -0.8154 0.3942
H 5.8071 -0.1937 -0.6065
H 4.2740 0.1214 -2.4836
H 2.9575 -0.7088 -1.6181
H 3.4867 1.2778 0.1831
H 4.1296 2.0589 -1.2221
H 1.5510 0.8637 -1.8834
H 2.0075 2.5364 -2.0574
H 1.6208 0.3014 0.7819
H 0.2887 1.2491 1.4849
H -0.6726 -0.7482 0.6766
H 0.1076 -0.6254 -0.9111
H -1.9046 1.3829 0.2023
H -1.1719 1.3834 -1.4264
H -2.9696 -0.8274 -0.3213
H -2.1667 -0.8430 -1.8680
H -4.5637 -0.7929 -2.2856
H -4.3472 2.7528 -1.4287
H -7.6771 -1.8411 0.2188
H -7.6815 -0.6269 -1.0897
H -7.6667 -0.0955 0.5973
H -3.3476 1.0118 2.1809
H -4.1333 -0.5654 1.8359
H -4.9455 0.6507 2.8396
H -6.6946 0.0794 -4.9647
H -8.0293 0.3165 -3.8252
H -6.7121 -0.8298 -3.4553
H -4.6157 3.4270 -3.8867
H -5.3147 2.5745 -5.2505
H -6.3268 3.6694 -4.2592
H -6.6746 3.2814 -1.4523
H -7.4663 1.7638 -1.0414
H -8.0066 2.6998 -2.4546
H -0.6608 4.4275 -1.1030
H -1.9367 3.2772 -0.6150
H -2.6137 5.7882 -0.8988
H -1.7565 6.0260 0.6518
H -4.0229 4.0031 0.2771
H -3.2497 4.4339 1.7872
H -4.2554 5.6320 0.9498
F 6.4839 5.1416 -0.5727
C 6.4329 5.9995 0.4662
C 7.6125 6.3351 1.1014
C 7.5590 7.2204 2.1690
C 6.3439 7.7467 2.5847
C 5.1748 7.3878 1.9267
C 5.2099 6.5089 0.8539
H 8.5456 5.9073 0.7612
H 8.4735 7.4983 2.6771
H 6.3078 8.4334 3.4200
H 4.2229 7.7891 2.2489
H 4.3091 6.2228 0.3295
F 4.0809 -3.7465 0.4653
C 2.7266 -3.7598 0.5503
C 2.1423 -3.8031 1.7989
C 0.7550 -3.8003 1.8690
C -0.0117 -3.7536 0.7123
C 0.6101 -3.7089 -0.5282
C 1.9955 -3.7117 -0.6189
H 2.7574 -3.8375 2.6863
H 0.2728 -3.8259 2.8377
H -1.0915 -3.7439 0.7760
H 0.0162 -3.6662 -1.4318
H 2.5043 -3.6671 -1.5725
F -9.7847 -3.6241 -2.7498
C -9.0724 -3.7623 -3.8901
C -9.7506 -3.8090 -5.0913
C -9.0117 -3.9420 -6.2589
C -7.6274 -4.0299 -6.2103
C -6.9742 -3.9846 -4.9861
C -7.6979 -3.8487 -3.8103
H -10.8296 -3.7377 -5.1029
H -9.5237 -3.9711 -7.2121
H -7.0573 -4.1275 -7.1243
H -5.8951 -4.0465 -4.9413
H -7.2075 -3.7964 -2.8472
F 4.3366 -4.5049 4.2708
C 5.3077 -3.5594 4.2479
C 5.6339 -2.9269 5.4296
C 6.6292 -1.9607 5.4066
C 7.2673 -1.6399 4.2162
C 6.9137 -2.2937 3.0434
C 5.9265 -3.2704 3.0491
H 5.1198 -3.1917 6.3436
H 6.9056 -1.4586 6.3244
H 8.0372 -0.8801 4.2022
H 7.4030 -2.0415 2.1116
H 5.6380 -3.7907 2.1479
F 10.9975 -5.7070 8.8375
C 9.9389 -5.6575 7.9983
C 8.7211 -6.1329 8.4398
C 7.6385 -6.0755 7.5721
C 7.7893 -5.5576 6.2936
C 9.0277 -5.0884 5.8780
C 10.1189 -5.1325 6.7344
H 8.6316 -6.5357 9.4393
H 6.6724 -6.4366 7.9002
H 6.9444 -5.5154 5.6207
H 9.1442 -4.6827 4.8813
H 11.0928 -4.7683 6.4373
```

Its spin multiplicity is 1. The HOMO-LUMO gap comes out at 7.16 eV. The HOMO energy comes out at -5.26 eV. The charge is -1. For the largest force on an atom, the calculation gives 1.42 eV Å⁻¹. The value obtained for the total energy is -144024.8785 eV.



(3)
The following is a DFT calculation (ωB97M-V/def2-TZVPD) of C51H69N8O3P4Se2Si2V as an isolated structure at a distorted geometry.

XYZ file:
```
140
C51H69N8O3P4Se2Si2V ωB97M-V/def2-TZVPD
V -0.5791 -0.3408 0.6792
C -1.2882 4.5910 2.4304
N -0.2780 3.6065 2.1286
C 0.6027 3.3013 3.2413
P 0.3912 3.3157 0.6295
O 0.8791 1.9494 0.5225
O -0.8935 3.5507 -0.4042
P -1.8830 2.3201 -0.7487
O -1.8425 1.2836 0.2986
N -3.3748 3.0307 -0.9300
C -4.3857 2.8401 0.0880
C -3.4241 4.3203 -1.5880
N -1.4478 1.9005 -2.3051
C -2.4737 1.2607 -3.1128
C -0.1606 1.2385 -2.4149
N 1.4924 4.4812 0.2007
C 2.3804 4.1846 -0.9131
C 1.1424 5.8838 0.2680
H -1.9000 4.2177 3.2570
H -1.9198 4.7308 1.5542
H -0.8726 5.5614 2.7383
H 1.1521 4.1854 3.5887
H 1.3136 2.5470 2.9147
H 0.0169 2.8943 4.0691
H -4.2365 1.8662 0.5481
H -5.3706 2.8766 -0.3860
H -4.3449 3.6133 0.8638
H -2.6298 4.3654 -2.3296
H -3.2954 5.1435 -0.8751
H -4.3951 4.4310 -2.0784
H -3.4421 1.6826 -2.8601
H -2.5097 0.1785 -2.9584
H -2.2645 1.4572 -4.1652
H 0.5856 1.7704 -1.8264
H 0.1518 1.2474 -3.4597
H -0.1987 0.1902 -2.0691
H 2.5361 3.1065 -0.9787
H 3.3450 4.6593 -0.7348
H 1.9714 4.5565 -1.8577
H 0.5670 6.0841 1.1683
H 0.5654 6.2044 -0.6083
H 2.0647 6.4688 0.3040
Se 7.4819 1.5036 -0.4161
P 6.3937 -0.2846 -0.3532
C 6.9548 -1.4145 -1.6727
C 6.1188 -1.9172 -2.6597
C 6.6434 -2.7058 -3.6706
C 7.9977 -2.9912 -3.7002
C 8.8370 -2.4767 -2.7236
C 8.3201 -1.6808 -1.7210
C 6.7237 -1.1628 1.2172
C 6.4655 -0.4372 2.3759
C 6.7506 -0.9781 3.6146
C 7.3215 -2.2388 3.7010
C 7.6191 -2.9423 2.5469
C 7.3235 -2.4109 1.3036
C 4.6263 -0.0617 -0.5491
C 3.4211 -0.7835 -0.4358
N 2.4371 0.0511 -0.8310
N 2.9889 1.1934 -1.1486
N 4.2779 1.1604 -0.9784
P 2.7149 -2.4029 -0.2739
Se 0.6226 -2.4127 0.2870
C 2.7403 -3.0574 -1.9745
C 3.0755 -4.3685 -2.2832
C 3.0866 -4.7739 -3.6057
C 2.7427 -3.8868 -4.6119
C 2.3512 -2.5955 -4.2984
C 2.3439 -2.1817 -2.9815
C 3.7219 -3.5253 0.7350
C 3.2571 -3.9378 1.9751
C 4.0091 -4.8205 2.7278
C 5.1966 -5.3232 2.2232
C 5.6479 -4.9242 0.9756
C 4.9244 -4.0089 0.2354
H 5.0610 -1.6908 -2.6401
H 5.9878 -3.0993 -4.4337
H 8.4028 -3.6038 -4.4921
H 9.8935 -2.6978 -2.7457
H 8.9663 -1.2446 -0.9706
H 6.0689 0.5678 2.2877
H 6.5378 -0.4125 4.5106
H 7.5529 -2.6614 4.6688
H 8.0844 -3.9143 2.6136
H 7.5674 -2.9610 0.4060
H 3.3304 -5.0591 -1.4928
H 3.3718 -5.7853 -3.8513
H 2.7718 -4.2038 -5.6428
H 2.0652 -1.9061 -5.0783
H 2.0445 -1.1743 -2.7200
H 2.3044 -3.5735 2.3353
H 3.6615 -5.1271 3.7026
H 5.7721 -6.0319 2.7997
H 6.5686 -5.3247 0.5794
H 5.2746 -3.6750 -0.7319
C -4.2809 -0.9787 0.3037
Si -2.5106 -1.6879 -0.0612
C -2.5331 -3.5028 0.6273
C -2.6026 -2.0708 -1.9717
C -1.4754 -2.4999 -2.6721
C -1.5340 -2.8448 -4.0109
C -2.7354 -2.7711 -4.6964
C -3.8704 -2.3552 -4.0208
C -3.8023 -2.0112 -2.6815
H -5.0364 -1.7576 0.2403
H -4.5391 -0.2038 -0.4132
H -4.3342 -0.5429 1.2952
H -3.5361 -3.9113 0.7025
H -2.0583 -3.5622 1.6036
H -1.9646 -4.1427 -0.0423
H -0.5261 -2.5889 -2.1547
H -0.6386 -3.1836 -4.5135
H -2.7889 -3.0402 -5.7428
H -4.8197 -2.3079 -4.5354
H -4.7032 -1.6949 -2.1781
C -1.2195 0.0898 5.4381
Si -1.9487 -0.2753 3.6910
C -3.1134 -1.7886 3.8955
C -3.0400 1.2330 3.2390
N -0.6363 -0.4868 2.5460
C 0.6060 -0.8298 3.0465
C 0.7738 -1.8030 4.0397
C 2.0320 -2.1499 4.4982
C 3.1717 -1.5578 3.9800
C 3.0236 -0.5992 2.9872
C 1.7716 -0.2387 2.5320
H -1.8676 0.7497 6.0072
H -0.2360 0.5512 5.3940
H -1.1098 -0.8184 6.0204
H -3.9785 -1.5276 4.5011
H -2.6104 -2.6124 4.3931
H -3.4714 -2.1481 2.9368
H -4.0319 0.9195 2.9303
H -2.5962 1.8053 2.4330
H -3.1724 1.8887 4.0938
H -0.1002 -2.3067 4.4243
H 2.1201 -2.9136 5.2592
H 4.1555 -1.8507 4.3184
H 3.8959 -0.1218 2.5648
H 1.6871 0.5090 1.7559
```

Its spin multiplicity is 3. The HOMO-LUMO gap (alpha / beta) comes out at 7.53 / 7.53 eV. The HOMO energy (alpha / beta) comes out at -7.22 / -7.22 eV. The charge is 0. For the largest force on an atom, the calculation gives 2.78 eV Å⁻¹. The value obtained for the total energy is -281368.8257 eV.